The following is a DFT calculation (wB97M-V/def2-TZVPD) of a molecular structure, C10H28BrMnN2O4.

## Properties
- energy above the lowest of the compared OMol25 structures with the same formula, charge and spin (kJ/mol) = 311.4
- spin multiplicity = 6
- net charge = +1
- HOMO (alpha / beta) (eV) = -11.4 / -11.3
- energy (eV) = -123338.6295
- <S²> = 8.77

Geometry (Å):
1 Mn 1.9621 -1.9376 -2.4637
2 Br 1.0068 -0.9961 -0.9663
3 C 1.8965 -2.9950 0.8813
4 C 0.7141 -2.7238 1.8545
5 C 0.8335 -1.6809 2.9524
6 O -0.2961 -1.8930 3.8421
7 C -0.5790 -0.7959 4.8089
8 N -0.4348 -2.4025 1.0142
9 H 1.5182 -3.5387 0.0157
10 H 2.7688 -3.4979 1.2989
11 H 2.2662 -2.0271 0.5429
12 H 0.6452 -3.7169 2.2983
13 H 0.9254 -0.6364 2.6545
14 H 1.8415 -1.9064 3.3005
15 H -1.1451 0.0119 4.3450
16 H 0.2929 -0.3470 5.2848
17 H -1.2741 -1.2243 5.5309
18 H -0.9807 -1.8826 1.6863
19 H -0.2156 -1.6910 0.3317
20 C 2.8059 2.1801 -1.5623
21 C 1.3015 1.7566 -1.6046
22 C 0.3384 2.9652 -1.8281
23 O -0.9837 2.4196 -1.6924
24 C -2.0383 3.3739 -1.9241
25 N 1.0778 0.7541 -2.6433
26 H 2.9352 2.8881 -0.7437
27 H 3.2730 2.4656 -2.5048
28 H 3.4908 1.4020 -1.2253
29 H 1.0216 1.2828 -0.6637
30 H 0.4235 3.3237 -2.8539
31 H 0.5024 3.7581 -1.0984
32 H -2.0845 3.5713 -2.9951
33 H -1.8123 4.2145 -1.2680
34 H -2.9606 2.8465 -1.6807
35 H 1.3479 -0.0983 -2.1737
36 H 0.0729 0.8550 -2.6451
37 C -2.3053 -0.9125 -1.1361
38 C -1.8373 0.2464 -0.2116
39 O -0.8199 -0.1222 0.6333
40 O -3.5841 -0.5864 -1.7524
41 H -2.3152 -1.8947 -0.6635
42 H -1.7309 -1.0166 -2.0565
43 H -2.6615 0.7045 0.3352
44 H -1.4824 0.9361 -0.9775
45 H 0.0035 -0.1687 0.1420
46 H -3.7238 -1.2634 -2.4185

***

The following is a DFT calculation (wB97M-V/def2-TZVPD) of a molecular structure, C10H28KO10S3.

## Properties
- energy above the lowest of the compared OMol25 structures with the same formula, charge and spin (kJ/mol) = 164.6
- net charge = +1
- HOMO (eV) = -13.6
- energy (eV) = -80123.1396

Geometry (Å):
1 K -0.7402 -1.0920 0.3866
2 C -3.6262 -0.8092 -1.8209
3 O -3.4949 -1.5534 -0.5833
4 H -4.6335 -0.6604 -2.2098
5 H -3.1520 0.1540 -1.6326
6 H -3.1428 -1.3193 -2.6541
7 H -3.9020 -2.4019 -0.7729
8 O 2.0095 -1.0530 0.2831
9 S 3.3335 -1.6919 0.3793
10 O 3.8712 -2.4417 -0.7503
11 O 4.5170 -0.6222 0.7596
12 C 4.1018 0.6345 1.2538
13 C 5.3207 1.1637 2.0170
14 C 3.4090 -2.6858 1.8966
15 H 3.1659 0.5643 1.8082
16 H 3.9965 1.3379 0.4279
17 H 5.1947 2.1987 2.3349
18 H 6.1505 1.2301 1.3134
19 H 5.7621 0.5646 2.8135
20 H 4.2963 -3.3161 1.9545
21 H 2.5400 -3.3433 1.8716
22 H 3.1673 -2.1568 2.8185
23 O -0.1786 -0.7707 -2.4553
24 S 0.2074 -1.1461 -3.8273
25 O -0.7123 -1.6252 -4.8519
26 O 1.0115 0.1613 -4.4951
27 C 1.9356 0.8610 -3.6597
28 C 2.1817 2.1459 -4.3894
29 C 1.6272 -2.2694 -3.6935
30 H 2.8559 0.2920 -3.5285
31 H 1.4786 1.0901 -2.6970
32 H 1.4095 2.8382 -4.0539
33 H 2.3268 1.9892 -5.4583
34 H 3.1019 2.4528 -3.8922
35 H 2.2426 -2.1798 -4.5887
36 H 1.2222 -3.2813 -3.6861
37 H 2.2371 -1.9984 -2.8318
38 O -1.8158 0.8666 2.1190
39 S -2.4416 1.7619 3.0179
40 O -1.7994 3.0337 3.2689
41 O -4.0516 2.0480 2.5351
42 C -4.8000 0.9128 2.1990
43 C -6.2333 1.3101 2.4260
44 C -2.6865 1.0762 4.6527
45 H -4.5430 -0.0204 2.7002
46 H -4.5463 0.6561 1.1704
47 H -6.4328 1.7014 3.4237
48 H -6.9193 0.4900 2.2142
49 H -6.5558 2.0490 1.6925
50 H -2.9900 0.0438 4.4791
51 H -3.5130 1.6346 5.0921
52 H -1.7631 1.1763 5.2232

***

The following is a DFT calculation (wB97M-V/def2-TZVPD) of 2 unconnected molecules or ions with the total composition C10H28N2OP.

## Properties
- net charge = +1
- HOMO (eV) = -10.4
- energy (eV) = -25134.9307

Geometry (Å):
1 C 0.0679 -0.0237 3.4486
2 C -1.2539 0.7431 3.3878
3 C -1.8290 0.7247 1.9536
4 C -1.5866 2.0163 1.1281
5 P -3.5687 0.3781 1.9252
6 N -4.5012 1.3716 2.8197
7 O -3.9094 -1.0611 2.4849
8 H 0.4613 -0.0636 4.4575
9 H 0.7950 0.4579 2.7953
10 H -0.0582 -1.0381 3.0706
11 H -1.0590 1.7788 3.6585
12 H -1.9591 0.3508 4.1205
13 H -1.3618 -0.1038 1.4107
14 H -2.5059 2.4998 0.7923
15 H -1.0019 1.8053 0.2373
16 H -1.0217 2.7393 1.7083
17 H -3.9760 0.4671 0.5937
18 H -4.1289 2.3038 2.9541
19 H -4.8496 0.9641 3.6794
20 H -3.4201 -1.7479 2.0087
21 C 0.6304 -2.3471 -0.8507
22 C 0.7495 -0.9546 -1.4534
23 N 2.1047 -0.4517 -1.4789
24 C 2.1871 0.9667 -1.7832
25 C 1.7241 1.4427 -3.1653
26 C 3.0786 -1.3061 -2.1434
27 C 2.8251 -1.6803 -3.6093
28 H 1.0762 -2.3809 0.1452
29 H -0.4228 -2.6255 -0.7675
30 H 1.1122 -3.1047 -1.4667
31 H 0.1572 -0.2638 -0.8384
32 H 0.2753 -0.9589 -2.4481
33 H 3.2192 1.2864 -1.6231
34 H 1.5973 1.4941 -1.0230
35 H 2.4389 1.1877 -3.9450
36 H 1.6262 2.5298 -3.1641
37 H 0.7539 1.0276 -3.4409
38 H 3.1677 -2.2276 -1.5638
39 H 4.0545 -0.8249 -2.0552
40 H 1.7895 -1.9750 -3.7859
41 H 3.4540 -2.5285 -3.8827
42 H 3.0679 -0.8679 -4.2916

***

The following is a DFT calculation (wB97M-V/def2-TZVPD) of 4 unconnected molecules or ions with the total composition C10H28O4.

## Properties
- energy above the lowest of the compared OMol25 structures with the same formula, charge and spin (kJ/mol) = 30.5
- spin multiplicity = 2
- net charge = +1
- HOMO (alpha / beta) (eV) = -12.7 / -12.7
- energy (eV) = -19003.3145
- <S²> = 0.75

Geometry (Å):
1 C 2.2458 0.9295 0.0634
2 C 1.6462 0.6336 1.5084
3 C 2.5896 1.1432 2.6054
4 O 0.4999 1.3317 1.7133
5 H 1.5965 0.6699 -0.7727
6 H 3.1578 0.3699 -0.1445
7 H 2.6135 1.9414 -0.1071
8 H 1.4457 -0.4374 1.5411
9 H 2.1594 0.9489 3.5879
10 H 2.9101 2.1783 2.4875
11 H 3.5410 0.6140 2.5507
12 H 0.1254 1.1279 2.5735
13 C 0.5890 -2.2694 -1.0895
14 C -0.0543 -2.9949 -2.2895
15 C -1.0658 -1.9927 -2.9095
16 O 0.8909 -3.3644 -3.2034
17 H 1.4685 -1.6886 -1.3675
18 H 0.9342 -3.0946 -0.4667
19 H -0.1051 -1.7349 -0.4409
20 H -0.6745 -3.8650 -2.0745
21 H -0.6001 -1.0076 -2.9380
22 H -1.9870 -1.9270 -2.3306
23 H -1.4232 -2.2071 -3.9167
24 H 1.5864 -3.8450 -2.7487
25 C -1.6549 2.7611 -2.1313
26 C -1.7194 2.4774 -0.6692
27 C -1.9347 1.0112 -0.2937
28 O -0.5255 3.0525 -0.1897
29 H -2.5341 2.3604 -2.6358
30 H -0.7987 2.2652 -2.5886
31 H -1.4454 3.7789 -2.4603
32 H -2.4954 3.0600 -0.1726
33 H -2.3962 0.8633 0.6826
34 H -0.9538 0.5372 -0.3284
35 H -2.5970 0.5344 -1.0163
36 H -0.2296 2.4595 0.5049
37 C -1.0079 -1.1288 2.9949
38 O -0.3046 -0.3273 3.8611
39 H -2.0851 -1.0798 3.1545
40 H -0.8509 -0.9750 1.9273
41 H -0.7024 -2.1716 3.0802
42 H 0.1456 -0.9381 4.4491

***

What did the fourth record say?
The following is a DFT calculation (wB97M-V/def2-TZVPD) of 4 unconnected molecules or ions with the total composition C10H28O4.

## Properties
- energy above the lowest of the compared OMol25 structures with the same formula, charge and spin (kJ/mol) = 30.5
- spin multiplicity = 2
- net charge = +1
- HOMO (alpha / beta) (eV) = -12.7 / -12.7
- energy (eV) = -19003.3145
- <S²> = 0.75

Geometry (Å):
1 C 2.2458 0.9295 0.0634
2 C 1.6462 0.6336 1.5084
3 C 2.5896 1.1432 2.6054
4 O 0.4999 1.3317 1.7133
5 H 1.5965 0.6699 -0.7727
6 H 3.1578 0.3699 -0.1445
7 H 2.6135 1.9414 -0.1071
8 H 1.4457 -0.4374 1.5411
9 H 2.1594 0.9489 3.5879
10 H 2.9101 2.1783 2.4875
11 H 3.5410 0.6140 2.5507
12 H 0.1254 1.1279 2.5735
13 C 0.5890 -2.2694 -1.0895
14 C -0.0543 -2.9949 -2.2895
15 C -1.0658 -1.9927 -2.9095
16 O 0.8909 -3.3644 -3.2034
17 H 1.4685 -1.6886 -1.3675
18 H 0.9342 -3.0946 -0.4667
19 H -0.1051 -1.7349 -0.4409
20 H -0.6745 -3.8650 -2.0745
21 H -0.6001 -1.0076 -2.9380
22 H -1.9870 -1.9270 -2.3306
23 H -1.4232 -2.2071 -3.9167
24 H 1.5864 -3.8450 -2.7487
25 C -1.6549 2.7611 -2.1313
26 C -1.7194 2.4774 -0.6692
27 C -1.9347 1.0112 -0.2937
28 O -0.5255 3.0525 -0.1897
29 H -2.5341 2.3604 -2.6358
30 H -0.7987 2.2652 -2.5886
31 H -1.4454 3.7789 -2.4603
32 H -2.4954 3.0600 -0.1726
33 H -2.3962 0.8633 0.6826
34 H -0.9538 0.5372 -0.3284
35 H -2.5970 0.5344 -1.0163
36 H -0.2296 2.4595 0.5049
37 C -1.0079 -1.1288 2.9949
38 O -0.3046 -0.3273 3.8611
39 H -2.0851 -1.0798 3.1545
40 H -0.8509 -0.9750 1.9273
41 H -0.7024 -2.1716 3.0802
42 H 0.1456 -0.9381 4.4491

***

Copy entry 3 word for word.
The following is a DFT calculation (wB97M-V/def2-TZVPD) of 2 unconnected molecules or ions with the total composition C10H28N2OP.

## Properties
- net charge = +1
- HOMO (eV) = -10.4
- energy (eV) = -25134.9307

Geometry (Å):
1 C 0.0679 -0.0237 3.4486
2 C -1.2539 0.7431 3.3878
3 C -1.8290 0.7247 1.9536
4 C -1.5866 2.0163 1.1281
5 P -3.5687 0.3781 1.9252
6 N -4.5012 1.3716 2.8197
7 O -3.9094 -1.0611 2.4849
8 H 0.4613 -0.0636 4.4575
9 H 0.7950 0.4579 2.7953
10 H -0.0582 -1.0381 3.0706
11 H -1.0590 1.7788 3.6585
12 H -1.9591 0.3508 4.1205
13 H -1.3618 -0.1038 1.4107
14 H -2.5059 2.4998 0.7923
15 H -1.0019 1.8053 0.2373
16 H -1.0217 2.7393 1.7083
17 H -3.9760 0.4671 0.5937
18 H -4.1289 2.3038 2.9541
19 H -4.8496 0.9641 3.6794
20 H -3.4201 -1.7479 2.0087
21 C 0.6304 -2.3471 -0.8507
22 C 0.7495 -0.9546 -1.4534
23 N 2.1047 -0.4517 -1.4789
24 C 2.1871 0.9667 -1.7832
25 C 1.7241 1.4427 -3.1653
26 C 3.0786 -1.3061 -2.1434
27 C 2.8251 -1.6803 -3.6093
28 H 1.0762 -2.3809 0.1452
29 H -0.4228 -2.6255 -0.7675
30 H 1.1122 -3.1047 -1.4667
31 H 0.1572 -0.2638 -0.8384
32 H 0.2753 -0.9589 -2.4481
33 H 3.2192 1.2864 -1.6231
34 H 1.5973 1.4941 -1.0230
35 H 2.4389 1.1877 -3.9450
36 H 1.6262 2.5298 -3.1641
37 H 0.7539 1.0276 -3.4409
38 H 3.1677 -2.2276 -1.5638
39 H 4.0545 -0.8249 -2.0552
40 H 1.7895 -1.9750 -3.7859
41 H 3.4540 -2.5285 -3.8827
42 H 3.0679 -0.8679 -4.2916

***

Question: Look up the net charge of the fourth one.
Answer: +1

***

Question: energy of number 3 (C10H28N2OP)?
Answer: -25134.9307 eV